# 1
DFT (ωB97M-V/def2-TZVPD) results for a cluster of 3 separate species, C37H59F9IN3O8PS2 in total.

ORCA input file:
```
! RIJCOSX wB97M-V def2-TZVPD def2/J DEFGRID3
* xyz 1 1
I -4.44723 5.18614 0.46817
S -1.89864 2.61859 -5.43235
S -3.61416 0.26263 -5.40344
P -5.67579 2.50833 -4.21750
F 1.16914 1.27256 -7.74639
F 0.66166 2.42864 -5.58129
F -0.99329 -1.78635 -9.10037
F -0.42646 2.73486 -8.09513
F 0.62027 -1.25583 -7.74245
F -0.56411 0.64715 -9.65308
F -0.29695 0.47524 -5.41757
F -1.40942 -1.44947 -6.99596
F -2.25394 0.69104 -8.25604
O -0.17847 -2.02759 -2.41048
O -2.56103 4.91018 -1.76823
O -5.42163 3.74146 -5.25065
O -6.26707 3.33694 -2.94595
O -3.83516 0.59429 -0.53575
O 1.46623 -2.73498 -1.06064
O -1.36770 3.64104 -4.57480
O -2.75935 2.95212 -6.52460
N -1.95257 1.08262 -3.22606
N -1.61040 2.37697 -1.25710
N -3.73205 2.14215 -2.17708
C -5.01056 -0.16780 1.40987
C 2.60832 -2.98034 2.79908
C -0.35114 1.67638 -6.02619
C -2.87711 4.40537 -0.75921
C 0.30072 -2.69376 -1.28598
C 5.40878 2.01560 6.59617
C 1.77532 -4.26011 2.76263
C 2.00718 -5.09171 1.50427
C -0.24975 -1.42441 2.03016
C -0.93526 0.45613 -8.37064
C -1.71216 -0.35200 -3.00109
C -4.51233 -1.72617 -0.38382
C -0.29436 0.80563 0.83014
C 6.88388 3.48476 5.11605
C -0.48338 -0.65995 -2.15472
C -5.67030 -2.49262 1.60654
C -2.25276 3.14866 -0.18586
C -0.77411 -3.34869 -0.46797
C -5.61106 -1.20078 2.13588
C -2.37539 1.83073 -2.13624
C 2.98384 0.70772 5.11541
C 4.12207 -3.18627 2.82336
C -0.66211 -1.05232 -8.03906
C 0.49436 1.85842 0.02036
C -2.83398 1.51547 -4.31699
C 4.63645 -4.01511 3.99919
C 5.55078 3.33773 5.84354
C -4.60151 1.10749 -1.60513
C -3.88250 2.50740 -3.59363
C 4.42123 0.71850 4.60167
C -0.14040 2.34877 -1.29220
C -0.14162 1.52889 -7.56555
C -4.46045 -0.44299 0.15854
C 5.46512 0.76601 5.71554
C 0.50848 -0.47134 1.10202
C 4.31017 -3.38628 5.35039
C -5.11745 -2.75248 0.35011
H 4.73245 -2.38028 5.41454
H -3.49476 3.52112 -3.72487
H 0.74380 2.72666 0.63176
H 7.71796 3.41052 5.81636
H 6.20348 1.94683 7.34478
H -2.99264 2.54107 0.32747
H -1.63816 -2.68831 -0.39592
H 5.44541 4.15574 6.56038
H 0.77960 -0.96686 0.16485
H -3.84032 -0.68379 -4.48518
H 7.01679 2.71518 4.35402
H -5.14928 -3.75297 -0.06372
H 1.45400 1.41415 -0.25813
H 0.37498 -0.05616 -2.45849
H -2.57537 -0.82834 -2.52218
H 1.35358 -5.96694 1.49859
H 4.23283 -5.03058 3.96102
H -0.10013 -1.13322 3.07180
H 2.74680 1.61364 5.67523
H 0.09801 -2.45192 1.92770
H 4.59796 -2.20104 2.85597
H 5.34207 -0.11442 6.35440
H 0.17383 1.79378 -2.17138
H 2.27417 0.63932 4.28684
H 6.95277 4.45273 4.61835
H 4.55962 1.55970 3.91660
H 4.58616 -0.18629 4.00993
H -6.13057 -3.30137 2.15770
H -1.05459 -4.26746 -0.98902
H -5.64190 3.93472 -2.51141
H -5.62009 3.46997 -6.15705
H -1.32572 -1.39992 1.83546
H 2.31088 -2.38664 3.66987
H 4.44950 -3.64465 1.88644
H -0.51447 1.22988 1.81604
H -4.09787 -1.95259 -1.36067
H -6.03026 -0.99848 3.11261
H -1.25411 0.55894 0.36636
H 2.81267 -0.14892 5.77118
H 4.73000 3.45418 5.12955
H -0.69840 -0.51747 -1.09052
H 3.23310 -3.31248 5.50975
H 1.44454 -0.17564 1.58433
H -1.49679 3.43556 0.54754
H -0.35481 -3.58925 0.50506
H 0.71767 -3.97782 2.80532
H 1.95804 -4.86527 3.65400
H -4.96615 0.83536 1.81759
H 6.45983 0.67535 5.27127
H 1.77645 -4.49380 0.62223
H -5.53402 1.55425 -1.25764
H -1.55726 -0.83348 -3.96230
H 5.71953 -4.11662 3.89876
H 2.35651 -2.37465 1.92025
H 4.72321 -3.97485 6.16996
H 0.15480 3.38777 -1.47097
H 4.47039 2.02571 7.15761
H -4.84583 0.31297 -2.32675
H 3.03122 -5.45588 1.42480
*
```

Energy: -4545.3998 a.u.
Relative energy (zero: lowest compared OMol25 entry of this formula, charge and spin): 0.0 kJ/mol
F_max: 0.94 eV/A
HOMO-LUMO gap: 0.3194 Ha
HOMO energy: -12.318 eV
LUMO energy: -3.626 eV

# 2
DFT (ωB97M-V/def2-TZVPD) results for a structure of composition C33H72F16N6O25S8Y.

ORCA input file:
```
! RIJCOSX wB97M-V def2-TZVPD def2/J DEFGRID3
* xyz 2 2
Y -3.29934 3.19460 -1.27481
S -0.81188 4.29634 -3.65982
S 0.00782 -2.61213 5.15527
S -5.45866 1.93266 -3.95699
S -1.18043 5.25260 1.12284
S -1.31025 0.45298 -0.04968
S -1.33073 0.57923 -2.36353
S -5.58233 1.60291 0.69199
S -5.90397 3.83103 0.95077
F 1.37347 5.12464 1.88186
F -2.11211 1.20370 -3.55556
F -4.14720 -0.29925 -4.69739
F -4.89573 5.09131 0.71453
F -4.69974 0.50372 -0.10451
F 1.11678 6.17935 -4.19370
F -0.86674 6.83626 -4.82896
F 0.70626 3.43021 0.56679
F 1.16468 5.49485 -0.29933
F -1.99175 1.42891 0.99639
F -1.99862 -3.44525 3.58709
F -0.87814 -1.74734 2.70092
F -3.47524 1.58351 -5.85941
F -5.38466 0.56195 -6.29410
F -0.33964 6.79285 -2.72027
F -2.27651 -1.48712 4.29841
O 0.11326 0.37481 0.19185
O 4.26288 3.15039 -2.38453
O 3.05074 -3.09774 1.22096
O -1.33411 6.65415 0.79274
O -5.20754 1.06492 2.00548
O 7.98970 -3.65711 2.32708
O -0.72532 -2.84635 6.40611
O -6.88938 1.33970 0.14626
O -1.94617 -4.49731 -3.77107
O -6.46565 0.98876 -3.40687
O -0.00403 0.90766 -2.87008
O -2.04225 4.33365 0.26618
O 0.37141 3.59745 -3.12944
O 1.81476 1.49109 -6.97578
O -4.47078 2.36442 -2.96267
O -1.48886 5.01925 2.52397
O -7.04853 4.14734 0.05853
O -1.96712 4.23657 -2.71030
O 0.74833 -3.82690 4.74643
O 0.75416 -1.36325 5.14818
O -6.11415 3.83871 2.34405
O -6.11569 3.06511 -4.58792
O -1.79315 -0.82123 -2.43499
O -1.20288 3.94479 -5.01115
O -2.06437 -0.76014 0.26097
N 5.69446 -4.82003 1.28905
N 2.56971 3.26748 -4.78349
N -1.74287 2.25243 5.34789
N -4.76011 2.72040 0.21806
N -1.89507 -5.51703 -0.56740
N -1.90757 1.45996 -1.27564
C 2.58937 1.89301 2.54285
C 2.28170 3.74086 -6.22024
C -1.49937 -3.34764 -4.30141
C 6.05208 -3.32324 1.09652
C 0.82604 0.61239 -7.50558
C 1.42712 2.90152 -7.05440
C -3.85347 3.35887 4.56414
C 3.44320 2.03145 -2.81140
C -0.22614 6.13855 -3.85125
C 9.20268 -3.03500 2.80605
C -1.75172 3.75307 5.61833
C 0.63559 4.76834 0.75634
C -1.38902 -2.31117 3.83660
C -0.43645 1.56069 4.86431
C 4.19448 -5.15843 1.11089
C 3.22434 -4.33455 1.88950
C -3.64891 -3.48402 -0.40173
C 0.39891 2.22046 3.79397
C -3.12992 4.19254 5.64005
C 2.15981 -2.18469 1.81176
C -1.52146 -5.15097 0.96456
C -2.87544 2.13807 4.35167
C 4.30198 3.16591 -0.91919
C -4.44630 0.87188 -5.30018
C -2.08554 1.50359 6.71494
C -0.86737 -4.82710 -1.50778
C -0.24520 -5.77007 1.44717
C -3.35954 -4.92470 -0.92582
C -1.01763 -5.21468 -2.99939
C 7.50408 -2.99763 1.18359
C -2.05802 -7.05807 -0.69377
C 1.51790 1.23542 3.37655
C 3.27226 1.91787 -4.40151
H 5.96670 -5.17744 2.19362
H -4.50823 -3.05220 -0.91477
H -0.95796 -2.81210 -3.52156
H 0.00428 -5.26412 -3.37537
H -1.06158 -7.49986 -0.68783
H -0.10466 0.80725 -6.97273
H 3.94099 1.15006 -2.40710
H 3.16369 3.94585 -4.32842
H -3.21077 5.21684 5.27620
H -2.59004 -7.58698 0.09700
H 5.39146 -2.73378 1.73230
H 9.10760 -3.32148 3.85343
H -2.42060 -2.85500 -4.61244
H 2.36677 -2.12610 2.88032
H -0.86544 -3.34424 -5.18810
H 1.16786 -0.40743 -7.32885
H 1.53373 3.13965 -8.11271
H 3.29078 3.73230 -6.63228
H 3.69403 -4.31254 2.87287
H -1.21723 4.29009 4.83472
H 4.04388 -5.13841 0.03153
H 0.45252 3.20845 -6.67486
H 2.17839 -1.21132 1.32154
H 0.15942 -5.20923 2.28969
H 0.50069 -5.90221 0.66340
H 9.13956 -1.94683 2.80943
H -0.18863 2.55370 2.93849
H 0.60609 0.84255 -8.54805
H -1.38621 1.79364 7.49909
H 3.33577 3.24698 -0.42122
H 4.11318 -6.19987 1.42215
H 4.90386 2.30715 -0.62193
H 1.17651 -2.65193 1.75782
H 0.01353 -5.33052 -1.10943
H 0.83920 3.17393 4.08576
H -0.79098 0.66572 4.35298
H 6.30595 -5.31785 0.65788
H 8.04635 -3.42991 0.34265
H -2.38725 -5.25647 1.61829
H 2.28489 2.22442 1.55010
H 1.97698 0.79790 4.26306
H 5.90851 -3.21506 0.02145
H 2.30279 -4.89856 2.03355
H -3.01804 1.94227 7.07005
H -3.64860 4.17560 6.59859
H -3.41787 -5.00627 -2.01120
H -3.46110 1.24545 4.57153
H -4.10320 -5.67016 -0.64411
H 0.20625 1.36032 5.72157
H -1.29194 -4.08721 0.90253
H -2.78920 -2.88595 -0.70390
H -2.54217 2.17218 3.31442
H -4.89605 3.10983 4.76190
H 1.25851 0.38189 2.75021
H 1.68628 3.23915 -4.29477
H -1.30799 -6.26143 -3.08940
H 2.66185 1.07387 -4.72272
H 7.70095 -1.92558 1.19006
H -3.74394 3.91445 3.63277
H -2.50176 -7.28281 -1.66366
H -1.28645 3.94077 6.58600
H -0.80866 -3.74329 -1.40770
H 3.45376 1.25454 2.36034
H 4.19977 1.85900 -4.97105
H -0.25316 -6.79534 1.81712
H 10.03277 -3.56166 2.33523
H 2.06158 4.80223 -6.10554
H -2.14805 0.42424 6.57636
H 2.53526 2.04080 -2.20835
H -3.82283 -3.18676 0.63243
H 2.97555 2.81413 2.97932
H 4.81344 4.08314 -0.62731
*
```

Energy: -8330.9403 a.u.
F_max: 14.86 eV/A
HOMO-LUMO gap (spin up / spin down): 0.2613 / 0.0718 Ha
HOMO energy (spin up / spin down): -11.972 / -11.972 eV
LUMO energy (spin up / spin down): -4.862 / -10.019 eV

# 3
DFT (ωB97M-V/def2-TZVPD) results for a cluster of 10 separate species, C47H110N3O10 in total.

ORCA input file:
```
! RIJCOSX wB97M-V def2-TZVPD def2/J DEFGRID3
* xyz -1 1
O -4.56569 -0.94923 2.35447
O 1.96241 -1.70452 -1.70420
O 5.61839 -0.12954 3.79288
O 3.61957 -0.37460 -4.69629
O 4.01568 0.48946 -1.92401
O 0.52338 -3.54885 -3.66316
O 1.92723 -4.11637 -0.08140
O -2.60277 6.38381 -2.52763
O -4.06601 -1.54333 -5.44764
O -5.74828 -3.21741 -2.06645
N -1.38393 5.74727 -2.14954
N 4.91617 -1.29754 4.04188
N -3.67234 -0.60728 3.33700
C 1.61783 0.93894 -4.77136
C -2.89907 0.38297 -4.69439
C -0.69102 -4.21804 -3.28784
C 4.69709 1.01626 0.28612
C -3.83811 -0.19234 -5.75335
C 0.04792 3.66711 -1.54938
C -5.67421 -1.97145 -1.49223
C -1.65301 3.59150 -3.41235
C -0.07658 6.59262 -4.23616
C 2.69369 -0.37465 3.21015
C -6.83436 -1.94356 -0.47951
C -0.12983 -4.48930 1.01100
C -4.23669 0.05373 4.50102
C -5.12939 -0.92811 5.20209
C 4.33452 1.56886 -1.02577
C -1.93392 -3.24931 -3.55998
C -2.30088 3.85155 -0.91933
C 1.07428 5.92388 -2.13200
C 2.85643 0.41795 -5.58339
C -5.05552 1.34389 4.13468
C 3.47482 -1.02853 4.40577
C 4.90040 -3.54158 4.94271
C -2.35715 0.93570 2.01924
C -0.82781 -5.61575 -3.92812
C -2.30545 -0.29100 2.93386
C -1.74218 -1.42829 2.10086
C -4.24393 -1.84681 -0.90457
C 7.06475 -2.68978 4.20422
C 1.07424 -0.92080 -0.92485
C -3.14710 0.43945 5.66044
C 2.14835 -5.17563 2.04271
C -0.41340 -0.70579 -1.23943
C 3.73280 1.59431 -6.03687
C 1.26651 4.37908 -2.22441
C 5.74282 -2.24961 4.83240
C -1.75054 0.91060 5.06884
C -0.28270 7.92632 -2.11228
C 2.72940 -2.37708 4.59253
C 1.37637 -4.16424 1.21887
C 3.27825 -0.22318 5.71125
C -1.22943 -0.07338 4.07575
C -5.26097 0.42106 -5.76783
C 6.04288 -1.75308 6.28409
C 5.41803 2.40160 -1.74806
C 3.46509 -3.44550 5.41455
C -0.21874 6.51165 -2.70916
C -1.31694 4.23516 -2.04971
H 3.02974 -0.85531 2.29138
H -1.72172 -2.39549 2.60306
H 1.11118 -1.20585 0.12657
H 7.59442 -1.77331 3.94417
H -4.61180 -1.90026 2.23192
H -2.60112 1.38500 -5.00303
H 5.54554 0.26982 4.66282
H -0.06577 -6.32257 -3.59977
H -0.89338 0.08553 -0.66363
H -1.80925 -6.05021 -3.73809
H -6.64885 -2.51808 0.42803
H 2.94591 -4.40054 5.49482
H -0.70717 -3.71262 0.50945
H 1.35932 6.30527 -1.15149
H -2.10713 -3.23086 -4.63597
H -0.88611 -0.94473 4.63340
H 3.09580 -0.75046 6.64762
H -5.78683 -0.59168 6.00377
H -0.53666 -4.70661 1.99861
H 4.16157 0.37969 5.92195
H -1.17180 1.07023 5.97861
H 0.18962 2.64244 -1.89300
H 0.72821 7.26885 -4.52444
H 1.75971 -3.23188 -0.41489
H 1.44118 -3.17702 1.67637
H -2.11014 4.20504 0.09396
H 3.46455 -3.10995 6.45162
H -5.33583 1.46624 -6.06798
H -6.89727 -0.91057 -0.13737
H -0.27082 0.30778 3.72377
H -0.77269 -5.64952 -5.01620
H -1.79621 -2.22538 -3.21256
H 1.89795 6.26575 -2.75874
H -0.40907 7.97394 -1.03068
H -3.42269 0.33119 -3.73980
H -5.69763 1.68683 4.94597
H -4.61396 -1.84092 5.50077
H -3.54354 1.28739 6.21894
H -2.76509 0.87536 1.01026
H -4.32004 2.10615 3.87753
H -2.02546 -0.25453 -4.55843
H -2.87985 -3.66584 -3.21381
H 1.62675 -0.58056 3.29585
H -5.98018 -0.13342 -6.37064
H -0.72982 -1.29188 1.72058
H 0.96358 1.51195 -5.42841
H -4.97682 -1.65340 -5.16495
H -4.13092 -0.85394 -0.46921
H -7.76403 -2.21537 -0.97944
H -5.65094 -3.82856 -1.33254
H 3.21945 0.06870 -1.59147
H 1.78734 -2.19213 5.10870
H -2.39842 2.77051 -1.01897
H 0.63989 8.47310 -2.30710
H 0.06072 5.66612 -4.79369
H 6.93866 -3.21159 3.25558
H -2.85382 6.91389 -1.76763
H 1.41613 0.11340 -0.88452
H 3.96003 2.09015 -5.09314
H -0.70901 -4.28005 -2.19976
H -2.00564 1.84408 4.56720
H 2.42828 -2.77619 3.62395
H 1.21905 4.09850 -3.27661
H -5.86606 -1.19518 -2.23298
H 4.77352 -3.95927 3.94394
H -2.66311 3.87808 -3.70505
H 1.91850 1.55464 -3.92365
H -1.00330 3.77041 -4.26908
H -0.68447 -0.38982 -2.24679
H 0.05230 3.72403 -0.46088
H 5.18874 3.46137 -1.63660
H 0.41773 -2.75951 -3.12707
H 6.68834 -2.42966 6.84420
H 5.40102 2.07839 -2.78890
H 2.45917 0.48080 5.56421
H -0.86939 -1.64799 -0.93541
H 4.03839 0.24537 -4.09477
H 2.84556 0.69779 3.08810
H 5.30487 0.11266 0.33303
H 7.73459 -3.22783 4.87497
H -3.50200 -1.93503 -1.69821
H 2.17837 4.05475 -1.72300
H -2.32131 -1.75757 1.23814
H 0.99164 0.12602 -4.40374
H 1.95389 -6.13475 1.56271
H -5.69715 1.13778 3.27799
H -0.23535 -5.37820 0.38905
H 3.14060 2.30534 -6.61291
H -3.09686 -0.30907 6.45120
H 5.19931 -1.50356 6.92770
H 3.45312 2.20443 -0.94048
H 5.41705 -4.34048 5.47462
H 2.55984 -0.17450 -6.44893
H -4.04652 -2.62939 -0.17198
H 1.80652 -5.17766 3.07772
H 3.79570 0.86872 0.88096
H -5.80281 -1.36123 4.46249
H 6.50870 -0.76783 6.30413
H -1.40714 1.45728 1.90298
H -1.13210 8.45531 -2.54447
H 3.22519 -5.00869 2.01728
H -3.57001 -0.19092 -6.80986
H -3.28406 4.25306 -1.16481
H -2.98776 1.72310 2.43208
H -0.97109 7.01723 -4.69186
H 4.60294 1.28390 -6.61533
H -1.64152 2.50186 -3.43767
H -5.69231 0.46968 -4.76798
H 5.36270 1.75843 0.72687
H 6.44831 2.29690 -1.40799
*
```

Energy: -2773.1415 a.u.
Relative energy (zero: lowest compared OMol25 entry of this formula, charge and spin): 378.7 kJ/mol
F_max: 3.87 eV/A
HOMO-LUMO gap: 0.2168 Ha
HOMO energy: -3.882 eV
LUMO energy: 2.016 eV